Entry 1:
Computed, not measured: 9 unconnected molecules or ions with the total composition C26H65Br2ClNO8 in a non-equilibrium geometry, with ωB97M-V/def2-TZVPD.

Atoms and positions in Å:
1 C 4.51717 -1.34669 0.95068
2 C 3.64663 -2.73639 0.98118
3 C 2.71181 -2.72745 2.32686
4 Cl 3.77328 -3.38392 3.72908
5 C 1.36348 -3.65416 2.24991
6 C 1.04220 -4.55339 0.91876
7 C -0.50016 -4.10498 0.58024
8 N -1.07821 -3.13583 1.60794
9 C -2.15939 -2.16387 1.15175
10 Br -2.22628 -1.41096 -0.74322
11 C -3.25203 -1.75880 2.12468
12 C -4.49471 -0.75036 1.63886
13 Br -3.24877 -2.46779 4.04828
14 C 0.09371 -2.63069 2.41868
15 H 4.25191 -0.61511 1.85404
16 H 4.36129 -0.77175 -0.05710
17 H 5.67608 -1.56323 1.05463
18 H 2.99974 -2.78186 -0.01110
19 H 4.40271 -3.65087 1.04881
20 H 2.40584 -1.63012 2.65130
21 H 1.50890 -4.49745 3.08094
22 H 0.98336 -5.68127 1.30508
23 H 1.80570 -4.60518 0.03377
24 H -1.21489 -5.05423 0.55686
25 H -0.49677 -3.78253 -0.54472
26 H -1.60118 -3.79711 2.21562
27 H -4.97827 -1.31138 0.70314
28 H -5.32367 -0.68359 2.46247
29 H -4.10617 0.30412 1.30160
30 H -0.27477 -2.86601 3.52960
31 H 0.25453 -1.47152 2.33606
32 C 2.32922 1.72147 -1.91053
33 C 2.34333 1.56011 -0.40462
34 O 3.68071 1.44329 0.05814
35 H 2.81030 0.86491 -2.39384
36 H 1.30494 1.80844 -2.28388
37 H 2.89047 2.61262 -2.20993
38 H 1.80039 0.65681 -0.11125
39 H 1.87550 2.41883 0.08659
40 H 4.15213 2.25383 -0.19997
41 C -7.91404 0.79224 -1.51770
42 C -7.90192 0.19094 -0.12762
43 O -7.51538 1.17310 0.82231
44 H -6.92447 1.18258 -1.77676
45 H -8.20582 0.04658 -2.26265
46 H -8.61202 1.63423 -1.56950
47 H -7.18725 -0.63561 -0.07423
48 H -8.89119 -0.19006 0.14391
49 H -8.16092 1.89882 0.77294
50 C 0.48525 -0.89384 -5.23230
51 C 0.84816 -1.56153 -3.92215
52 O 0.33921 -0.80386 -2.83436
53 H 0.89155 0.12206 -5.27198
54 H 0.87422 -1.46332 -6.08114
55 H -0.60135 -0.80643 -5.33462
56 H 1.93480 -1.62695 -3.81388
57 H 0.43451 -2.57330 -3.86938
58 H -0.62703 -0.75872 -2.93513
59 C 8.94407 -1.16330 4.18654
60 C 8.50342 -0.55391 2.87182
61 O 8.36963 -1.56867 1.88756
62 H 9.89871 -1.68601 4.06760
63 H 9.05622 -0.39336 4.95513
64 H 8.21637 -1.90425 4.53329
65 H 9.24381 0.16953 2.51791
66 H 7.54310 -0.04034 2.97950
67 H 7.70399 -2.20145 2.20743
68 C -11.05349 -2.71537 -3.86534
69 C -11.54797 -1.67625 -2.88060
70 O -10.63136 -0.59359 -2.81682
71 H -10.06736 -3.08761 -3.56922
72 H -11.74692 -3.55914 -3.92303
73 H -10.94305 -2.28086 -4.86424
74 H -11.63582 -2.10866 -1.87955
75 H -12.52796 -1.28969 -3.17681
76 H -10.56676 -0.21118 -3.70867
77 C 5.34112 1.15870 -4.34653
78 C 5.71432 2.59058 -4.66971
79 O 5.46713 3.42182 -3.54528
80 H 4.28507 1.09027 -4.06584
81 H 5.52160 0.50540 -5.20486
82 H 5.92159 0.78992 -3.49456
83 H 5.11658 2.96236 -5.50713
84 H 6.77210 2.66936 -4.93888
85 H 6.00883 3.08854 -2.80954
86 C 1.08276 2.14076 4.37211
87 C 1.46467 3.01503 3.19576
88 O 0.58642 2.77322 2.10645
89 H 1.12598 1.08243 4.09504
90 H 1.75316 2.31188 5.21910
91 H 0.05489 2.34519 4.68913
92 H 2.48438 2.79212 2.86820
93 H 1.41141 4.07537 3.46109
94 H -0.31532 2.98210 2.40489
95 C -0.20256 6.81282 0.92481
96 C -0.29274 5.48012 1.63880
97 O -0.85256 5.65932 2.93143
98 H 0.41340 7.51468 1.49638
99 H 0.23125 6.69270 -0.07194
100 H -1.19386 7.26696 0.82549
101 H 0.70208 5.04023 1.75555
102 H -0.91768 4.77683 1.07988
103 H -1.73899 6.04253 2.81649

Summary:
Total charge = +1
Multiplicity = 1
Frontier orbital gap = 7.88 eV
HOMO = -11.65 eV



Entry 2:
Computed, not measured: a molecular structure, C26H66BF4N4O10Zn in a non-equilibrium geometry, with ωB97M-V/def2-TZVPD.

Atoms and positions in Å:
1 Zn -2.05662 0.46884 -0.88315
2 B 0.20710 0.16354 0.54353
3 F -0.90185 0.97973 0.86366
4 F 0.30196 -0.92039 1.39207
5 F -0.06041 -0.22651 -0.81081
6 F 1.36735 0.94190 0.60066
7 C 3.16477 -6.10086 3.66053
8 O 3.80209 -6.29612 2.41276
9 C 4.82257 -5.34804 2.14352
10 C 4.39265 -3.89177 2.17844
11 N 3.48969 -3.61148 1.04193
12 C 3.29766 -2.18890 0.81297
13 C 2.50796 -2.03565 -0.47284
14 O 3.25147 -2.61247 -1.54389
15 C 2.55663 -2.68479 -2.74657
16 H 2.47033 -5.26164 3.62369
17 H 3.91190 -5.92690 4.44658
18 H 2.70264 -7.04735 3.93669
19 H 5.06733 -5.58341 1.10422
20 H 5.71983 -5.50543 2.74862
21 H 5.27665 -3.24457 2.14258
22 H 3.76608 -3.68510 3.04971
23 H 3.88867 -4.07139 0.23043
24 H 4.25453 -1.65003 0.73543
25 H 2.75641 -1.80337 1.67738
26 H 2.37631 -0.98109 -0.73059
27 H 1.55629 -2.57106 -0.40857
28 H 1.63960 -3.29983 -2.72699
29 H 3.16219 -3.24338 -3.45678
30 H 2.22469 -1.68841 -3.05743
31 C 5.26684 0.66564 -1.76209
32 O 3.95754 1.16144 -1.77908
33 C 3.53351 1.65178 -3.03735
34 C 2.02708 1.75369 -3.05703
35 N 1.42870 2.47586 -1.93276
36 C 1.90906 3.82438 -1.73538
37 C 1.73246 4.80694 -2.89838
38 O 0.45169 5.39203 -2.87093
39 C 0.03726 5.96752 -4.09249
40 H 5.40104 -0.35298 -2.14786
41 H 5.53660 0.59703 -0.70513
42 H 5.99320 1.30793 -2.27245
43 H 3.95029 1.04430 -3.84865
44 H 3.97967 2.65782 -3.13068
45 H 1.70548 0.70933 -2.91871
46 H 1.68406 2.01610 -4.06010
47 H 1.70486 1.94286 -1.11143
48 H 2.95921 3.87457 -1.41888
49 H 1.43620 4.34125 -0.89241
50 H 1.79154 4.24767 -3.84681
51 H 2.57743 5.49986 -2.95201
52 H 0.41669 6.99063 -4.16418
53 H -1.04729 6.06271 -4.04205
54 H 0.32905 5.39120 -4.97236
55 C -0.32422 -3.92598 3.71359
56 O -1.28282 -3.01274 4.21395
57 C -2.53560 -2.97840 3.55410
58 C -3.16828 -1.65467 3.96763
59 N -2.46790 -0.50571 3.40898
60 C -2.85873 0.74924 4.06385
61 C -1.92184 1.90495 3.73786
62 O -2.48045 3.09025 4.22172
63 C -1.75423 4.22082 3.79356
64 H 0.10533 -3.57580 2.76831
65 H -0.73517 -4.91173 3.47006
66 H 0.42185 -4.00556 4.49680
67 H -3.13484 -3.84849 3.83955
68 H -2.37807 -3.03332 2.46669
69 H -3.13984 -1.59625 5.06004
70 H -4.19659 -1.76718 3.60381
71 H -1.48477 -0.67653 3.62164
72 H -2.82492 0.63070 5.15326
73 H -3.90287 0.94094 3.80683
74 H -1.61353 1.94733 2.68699
75 H -0.97757 1.64981 4.24521
76 H -0.67950 4.03957 3.92267
77 H -1.97011 5.08516 4.41650
78 H -1.92276 4.44817 2.73748
79 C -1.77881 -2.34949 -2.01150
80 O -2.03526 -0.98499 -2.35907
81 C -1.32650 -0.60728 -3.54599
82 C -1.55161 0.88720 -3.72073
83 N -1.26181 1.59536 -2.44749
84 C -1.96794 2.89353 -2.39351
85 C -2.16618 3.39964 -0.95456
86 O -2.80049 2.40396 -0.15524
87 C -3.58133 2.98659 0.86569
88 H -2.13756 -3.03582 -2.77831
89 H -2.22334 -2.58646 -1.04718
90 H -0.70827 -2.49782 -1.84915
91 H -1.74620 -1.21328 -4.35290
92 H -0.25921 -0.84965 -3.52459
93 H -2.60732 1.04401 -3.94266
94 H -0.93487 1.25828 -4.54124
95 H -0.23909 1.74191 -2.35247
96 H -2.99197 2.70201 -2.72207
97 H -1.51649 3.69450 -2.98044
98 H -2.80836 4.27476 -1.11403
99 H -1.25439 3.80516 -0.50606
100 H -3.08450 3.81619 1.37298
101 H -3.90689 2.19188 1.53618
102 H -4.51042 3.46434 0.51600
103 C -4.27539 -1.13962 0.36249
104 C -4.74729 -0.62457 -1.00559
105 O -4.03951 0.54048 -1.49435
106 O -2.88418 -0.85960 0.63724
107 H -4.38085 -2.22594 0.36691
108 H -4.86681 -0.69510 1.16487
109 H -5.81892 -0.43296 -0.97592
110 H -4.55449 -1.36437 -1.78794
111 H -4.69850 1.20520 -1.71003
112 H -2.78643 -0.75617 1.62100

Summary:
Total charge = +1
Multiplicity = 1
Frontier orbital gap = 7.67 eV
HOMO = -10.16 eV



Entry 3:
Computed, not measured: a molecular structure, C26H66BrN6O11S2 in a non-equilibrium geometry, with ωB97M-V/def2-TZVPD.

Atoms and positions in Å:
1 C -6.98563 4.82117 1.18438
2 C -7.63900 4.43348 2.60513
3 C -7.13653 2.99482 3.16262
4 Br -8.54876 2.44527 4.49805
5 S -5.54461 3.12753 4.11736
6 O -5.82221 4.13941 5.22731
7 O -4.43924 3.76233 3.26931
8 N -5.07158 1.68714 4.89915
9 S -4.88178 0.39130 3.80213
10 O -3.80720 -0.51685 4.40484
11 O -6.10870 -0.47310 3.62169
12 C -4.24987 0.87335 2.13092
13 C -3.91969 -0.48564 1.33885
14 O -4.58864 -0.61078 0.05063
15 C -4.32413 0.49548 -0.78837
16 O -5.32638 1.10995 -1.24642
17 H -7.82742 5.00124 0.41375
18 H -6.45363 5.84171 1.27248
19 H -6.23652 4.05848 0.78738
20 H -7.46660 5.26788 3.36036
21 H -8.77209 4.34780 2.43268
22 H -7.14704 2.19183 2.35679
23 H -3.26866 1.47061 2.19034
24 H -5.05301 1.51888 1.62824
25 H -4.18116 -1.37994 2.01817
26 H -2.78812 -0.58807 1.13509
27 H -3.29419 0.89151 -1.07009
28 C 0.80030 1.43009 6.68053
29 C 0.42083 2.64550 5.83849
30 C -0.88004 2.45755 5.03227
31 O -0.74370 1.63523 3.87814
32 C -0.76780 0.24102 4.14216
33 N 1.55173 2.99323 4.96700
34 H 1.23803 0.62593 6.08590
35 H 1.54479 1.70831 7.43303
36 H -0.07059 1.03075 7.20695
37 H 0.25690 3.47873 6.53184
38 H -1.18781 3.43876 4.65756
39 H -1.69906 2.09927 5.66685
40 H -1.43854 -0.01129 4.96631
41 H 0.24369 -0.12115 4.34534
42 H -1.12150 -0.26634 3.24216
43 H 1.33512 3.86271 4.48325
44 H 1.57836 2.30082 4.21708
45 C 4.86228 5.62984 7.99684
46 C 4.71367 4.43605 7.05687
47 C 6.02325 3.64890 6.84571
48 O 6.95989 4.28140 5.97774
49 C 7.73294 5.29964 6.58860
50 N 4.15016 4.89979 5.78411
51 H 5.34530 6.48451 7.51914
52 H 3.87914 5.97023 8.33388
53 H 5.44274 5.36090 8.88410
54 H 3.99269 3.75093 7.51802
55 H 5.76998 2.70080 6.36128
56 H 6.49634 3.39094 7.80159
57 H 7.95989 5.07400 7.63447
58 H 7.22043 6.26042 6.50772
59 H 8.67411 5.38403 6.04064
60 H 3.95573 4.08869 5.19923
61 H 4.89483 5.38632 5.28287
62 C -0.36165 -5.54531 -0.51124
63 C -1.61721 -4.82380 -0.02792
64 C -1.86294 -3.47284 -0.73013
65 O -1.02073 -2.41497 -0.28449
66 C 0.27713 -2.41569 -0.85527
67 N -1.54630 -4.67048 1.43094
68 H 0.55437 -5.11895 -0.09801
69 H -0.38743 -6.59527 -0.20562
70 H -0.28939 -5.51868 -1.60234
71 H -2.47052 -5.47166 -0.26075
72 H -2.88318 -3.15305 -0.49502
73 H -1.81401 -3.57155 -1.82185
74 H 0.27252 -2.76642 -1.89092
75 H 0.95321 -3.02213 -0.24856
76 H 0.65460 -1.39086 -0.83895
77 H -2.42805 -4.28328 1.76224
78 H -0.87093 -3.93010 1.62477
79 C 0.59374 -0.92424 -7.41663
80 C 0.34440 -0.18128 -6.10671
81 C 0.98161 -0.86267 -4.87841
82 O 0.28601 -2.01656 -4.41655
83 C 0.55895 -3.19922 -5.14834
84 N -1.10211 0.00452 -5.93251
85 H -0.03965 -1.80636 -7.52835
86 H 0.37960 -0.27216 -8.26799
87 H 1.63751 -1.24095 -7.49569
88 H 0.80506 0.80872 -6.20534
89 H 0.95194 -0.15125 -4.04701
90 H 2.04040 -1.09320 -5.05005
91 H 1.59421 -3.23735 -5.49951
92 H -0.13305 -3.28991 -5.98811
93 H 0.38539 -4.05248 -4.48853
94 H -1.26037 0.58852 -5.11344
95 H -1.49284 -0.89895 -5.66258
96 C 4.41623 -5.95655 -9.76747
97 C 4.00563 -5.09985 -8.57274
98 C 2.61048 -4.45930 -8.72118
99 O 2.56490 -3.34254 -9.60304
100 C 2.49726 -3.68151 -10.97804
101 N 5.04272 -4.08766 -8.33365
102 H 4.73781 -5.35961 -10.62294
103 H 5.25706 -6.60214 -9.49871
104 H 3.59318 -6.60030 -10.08981
105 H 3.96874 -5.76189 -7.69958
106 H 2.31384 -4.07047 -7.74165
107 H 1.85379 -5.20285 -9.00034
108 H 1.91557 -4.59133 -11.15063
109 H 3.50331 -3.78748 -11.38897
110 H 2.01425 -2.85645 -11.50580
111 H 4.81794 -3.58591 -7.47653
112 H 4.94533 -3.37766 -9.06047

Summary:
Total charge = -1
Multiplicity = 1
Frontier orbital gap = 7.73 eV
HOMO = -6.13 eV



Entry 4:
Computed, not measured: 4 unconnected molecules or ions with the total composition C26H67N13O7P3S2 in a non-equilibrium geometry, with ωB97M-V/def2-TZVPD.

Atoms and positions in Å:
1 C 0.97179 1.88508 7.69334
2 C 0.95771 2.29940 6.21522
3 C 0.78937 1.07238 5.32711
4 O 2.13565 0.55503 5.04059
5 C 2.15036 -0.10108 3.86750
6 O 1.58106 -1.13162 3.67365
7 C 2.90866 0.51768 2.70600
8 S 4.18886 -0.61777 2.11482
9 N 5.63859 0.10309 2.73793
10 N 6.12950 -0.23088 3.89820
11 N 7.21845 0.47834 4.11289
12 C 7.39223 1.26529 3.05488
13 N 6.42025 1.03293 2.17603
14 O -0.12922 3.20850 6.05548
15 C -0.30975 3.68511 4.79658
16 O -1.41030 3.75474 4.33835
17 C 0.88661 4.13541 3.99042
18 S 1.58581 5.68270 4.65099
19 H 1.98734 1.84340 8.08348
20 H 0.38477 2.56883 8.30027
21 H 0.56354 0.88478 7.83122
22 H 1.94078 2.73303 6.01871
23 H 0.23220 0.26740 5.79825
24 H 0.31733 1.29502 4.36696
25 H 3.33799 1.49311 2.93437
26 H 2.20743 0.66063 1.88245
27 H 8.18449 1.98422 2.91679
28 H 6.23119 1.45334 1.27329
29 H 1.64730 3.36815 3.87066
30 H 0.50554 4.37189 3.00078
31 H 2.84872 5.28771 4.84215
32 O -0.03493 -0.38667 -1.52032
33 P -1.08279 -0.03799 -0.51528
34 N -1.18951 -1.45984 0.42381
35 C -2.40091 -2.16386 0.79798
36 C 0.05021 -1.95274 1.00134
37 N -2.43565 0.19351 -1.51319
38 C -3.78677 -0.25080 -1.20105
39 C -2.21954 0.13091 -2.95517
40 N -1.74201 1.03243 0.67647
41 C -1.67059 2.45185 0.24424
42 C -1.15411 0.97355 2.02081
43 H -3.17898 -1.49574 1.17727
44 H -2.19938 -2.87138 1.60248
45 H -2.81321 -2.73610 -0.03752
46 H 0.37126 -1.35479 1.85987
47 H 0.85672 -1.92430 0.26219
48 H -0.03477 -2.98704 1.33193
49 H -3.92282 -1.31868 -1.40367
50 H -4.50664 0.29575 -1.81539
51 H -4.05761 -0.04190 -0.16801
52 H -2.11616 -0.89820 -3.31826
53 H -1.33098 0.68466 -3.24429
54 H -3.06126 0.59307 -3.47545
55 H -0.63474 2.79983 0.15191
56 H -2.18504 3.08886 0.96334
57 H -2.15926 2.58193 -0.71825
58 H -0.06518 1.13693 2.01338
59 H -1.36176 0.01942 2.50348
60 H -1.60759 1.74188 2.64821
61 O -6.08679 1.98811 -3.74022
62 P -6.13452 3.20516 -4.60205
63 N -5.25889 4.34751 -3.67970
64 C -5.66694 5.69752 -3.35125
65 C -3.92065 3.95476 -3.27785
66 N -7.81085 3.52016 -4.61551
67 C -8.40397 4.84107 -4.51987
68 C -8.67354 2.53634 -3.96720
69 N -5.94656 3.99694 -6.12341
70 C -6.48391 3.17519 -7.23920
71 C -4.58097 4.39172 -6.50981
72 H -6.04951 6.24681 -4.21633
73 H -4.81863 6.27615 -2.98491
74 H -6.42905 5.71313 -2.56624
75 H -3.20766 4.01344 -4.11401
76 H -3.91770 2.92166 -2.91969
77 H -3.53574 4.57584 -2.46941
78 H -8.42660 5.20969 -3.48779
79 H -9.43577 4.81057 -4.87900
80 H -7.89133 5.56545 -5.14956
81 H -8.65174 2.62362 -2.87446
82 H -8.38579 1.52475 -4.23479
83 H -9.70338 2.67605 -4.30224
84 H -5.91557 2.25032 -7.37649
85 H -6.45053 3.74145 -8.16937
86 H -7.52208 2.91140 -7.05351
87 H -3.87695 3.55427 -6.50691
88 H -4.19865 5.17451 -5.85741
89 H -4.60293 4.81416 -7.51387
90 O 5.51134 -4.05550 1.56469
91 P 5.30076 -5.31661 0.78251
92 N 6.82379 -5.57040 0.06326
93 C 7.08067 -5.84186 -1.33752
94 C 7.97279 -5.63660 0.95586
95 N 4.12416 -4.78359 -0.34007
96 C 4.09518 -5.12801 -1.75049
97 C 3.62063 -3.43973 -0.13227
98 N 4.73660 -6.93684 0.64149
99 C 3.43138 -7.12881 1.32913
100 C 5.63045 -8.00438 1.12823
101 H 6.41976 -6.60997 -1.74830
102 H 8.09346 -6.21905 -1.47486
103 H 6.98765 -4.94056 -1.95094
104 H 8.03136 -6.59258 1.49375
105 H 7.93008 -4.84323 1.70511
106 H 8.90483 -5.50808 0.40812
107 H 4.80536 -4.53200 -2.33496
108 H 3.09811 -4.94144 -2.15639
109 H 4.29097 -6.18500 -1.91531
110 H 4.34579 -2.68332 -0.46895
111 H 3.41051 -3.27377 0.92195
112 H 2.68524 -3.27962 -0.67220
113 H 3.51752 -6.99901 2.41172
114 H 3.04992 -8.12944 1.13134
115 H 2.69565 -6.41915 0.95850
116 H 5.92617 -7.87010 2.17212
117 H 6.52635 -8.07694 0.51517
118 H 5.12051 -8.96255 1.03918

Summary:
Total charge = +1
Multiplicity = 1
Frontier orbital gap = 4.77 eV
HOMO = -9.51 eV



- Among the records above, which one has the lowest HOMO?
  C26H65Br2ClNO8